The following is a DFT calculation (ωB97M-V/def2-TZVPD) of 2 unconnected molecules or ions with the total composition C3H12N4.

Kohn-Sham gap   10.0 eV
SMILES string   N/C=C/N.NCN
Max |F|   0.75 eV/A
LUMO   1.04 eV
2S+1   1

Each atom is followed by the atoms it is bonded to, with distances in Å.
CARTESIAN COORDINATES (ANGSTROEM)
1 N 1.0335 1.0043 2.1661  C2 1.450, H4 1.011, H5 1.013
2 C 0.2471 -0.2116 2.0823  N1 1.450, N3 1.467, H6 1.089, H7 1.090
3 N 0.6228 -1.3484 2.9298  C2 1.467, H8 1.015, H9 1.017
4 H 1.0587 1.3720 3.1079  N1 1.011
5 H 1.9878 0.8693 1.8542  N1 1.013
6 H -0.7810 0.0427 2.3365  C2 1.089
7 H 0.2547 -0.5568 1.0487  C2 1.090
8 H 1.6210 -1.5107 2.8446  N3 1.015
9 H 0.4713 -1.1032 3.9054  N3 1.017
10 C -1.2195 0.0849 -1.9270  C11 1.314, N13 1.432, H14 1.090
11 C -0.0588 0.1670 -2.5385  C10 1.314, N12 1.433, H15 1.087
12 N 0.2250 1.2649 -3.4139  C11 1.433, H16 1.012, H17 1.012
13 N -1.5506 -0.9773 -1.0246  C10 1.432, H18 1.011, H19 1.012
14 H -1.9534 0.8710 -2.1073  C10 1.090
15 H 0.6974 -0.5961 -2.3728  C11 1.087
16 H 0.5059 0.9368 -4.3294  N12 1.012
17 H 0.9838 1.8293 -3.0532  N12 1.012
18 H -2.3137 -1.5372 -1.3802  N13 1.011
19 H -1.8322 -0.6009 -0.1285  N13 1.012

=====

The following is a DFT calculation (ωB97M-V/def2-TZVPD) of a gas-phase ion, C3H12N4 (charge +2).

Kohn-Sham gap (alpha / beta)   9.1 / 7.5 eV
Charge   +2
SMILES string   C/[NH+]=[N+](/C)CNN
Max |F|   5.13 eV/A
LUMO (alpha / beta)   -10.27 / -10.86 eV
2S+1   1

Each atom is followed by the atoms it is bonded to, with distances in Å.
CARTESIAN COORDINATES (ANGSTROEM)
1 C 0.8388 0.3128 -0.4806  N4 1.473, N5 1.503, H8 1.006, H9 1.089
2 C -0.4792 -1.5982 0.5833  N5 1.414, H10 1.077, H11 1.110, H12 1.041
3 C -1.7910 1.0840 -1.5814  N7 1.445, H13 1.071, H14 1.116, H15 1.087
4 N 1.4577 0.5783 0.8299  C1 1.473, N6 1.406, H16 1.042
5 N -0.4460 -0.4054 -0.1746  C1 1.503, C2 1.414, N7 1.427
6 N 2.3946 -0.2708 1.4460  N4 1.406, H17 0.973, H18 1.135
7 N -1.6676 0.3050 -0.3703  C3 1.445, N5 1.427, H19 1.032
8 H 0.5668 1.1796 -0.9131  C1 1.006
9 H 1.5172 -0.2625 -1.1084  C1 1.089
10 H -0.4988 -2.4151 -0.1186  C2 1.077
11 H 0.4775 -1.6504 1.1444  C2 1.110
12 H -1.2852 -1.6459 1.2410  C2 1.041
13 H -2.8118 0.9112 -1.8551  C3 1.071
14 H -1.7797 2.1843 -1.3933  C3 1.116
15 H -0.9947 0.8531 -2.2838  C3 1.087
16 H 1.0453 1.3168 1.4383  N4 1.042
17 H 2.9802 -0.7195 0.8110  N6 0.973
18 H 2.8654 0.0507 2.4275  N6 1.135
19 H -2.3897 0.1920 0.3576  N7 1.032

=====

The following is a DFT calculation (ωB97M-V/def2-TZVPD) of a gas-phase ion, C3H12N6 (charge +2).

Kohn-Sham gap   8.7 eV
Charge   +2
Max |F|   4.07 eV/A
LUMO   -9.02 eV
2S+1   1

Each atom is followed by the atoms it is bonded to, with distances in Å.
CARTESIAN COORDINATES (ANGSTROEM)
1 C -0.3406 -1.3818 0.1257  C2 1.554, N4 1.261, H10 1.113
2 C -1.4259 -0.7777 -0.8074  C1 1.554, N5 1.320, N8 1.327
3 C 0.4604 0.6826 1.1921  N4 1.492, N9 1.409, H11 1.122, H12 1.074
4 N 0.4463 -0.7816 0.9076  C1 1.261, C3 1.492, N6 1.319
5 N -2.4747 -1.5766 -0.8689  C2 1.320, H13 1.061, H14 1.057
6 N 1.5114 -1.2582 1.5235  N4 1.319, H15 1.027, H16 1.111
7 N 1.1798 1.4322 -1.0215  N9 1.450, H17 1.067, H18 1.112
8 N -1.4766 0.4759 -1.2394  C2 1.327, H19 1.033, H20 1.108
9 N 1.4783 1.2232 0.3817  C3 1.409, N7 1.450, H21 1.061
10 H -0.2741 -2.4840 -0.0129  C1 1.113
11 H -0.5877 1.0391 1.0119  C3 1.122
12 H 0.5359 0.8310 2.2533  C3 1.074
13 H -2.4586 -2.4892 -0.3280  N5 1.061
14 H -3.3296 -1.2042 -1.3658  N5 1.057
15 H 1.8275 -0.6361 2.2769  N6 1.027
16 H 1.6535 -2.3589 1.4724  N6 1.111
17 H 2.1071 1.3191 -1.5370  N7 1.067
18 H 0.9683 2.5151 -1.1571  N7 1.112
19 H -2.3158 0.6586 -1.8127  N8 1.033
20 H -0.5676 1.0982 -1.3610  N8 1.108
21 H 2.1069 1.9270 0.8676  N9 1.061

=====

The following is a DFT calculation (ωB97M-V/def2-TZVPD) of 3 unconnected molecules or ions with the total composition C3H12N6.

Kohn-Sham gap (alpha / beta)   5.9 / 5.9 eV
Charge   +2
Max |F|   4.16 eV/A
LUMO (alpha / beta)   -7.76 / -7.76 eV
2S+1   1

Each atom is followed by the atoms it is bonded to, with distances in Å.
CARTESIAN COORDINATES (ANGSTROEM)
1 C -0.2585 0.2340 1.8902  N4 1.179, N5 1.188
2 C 0.8158 -1.8542 1.2452  N5 1.261, H10 1.000, H11 1.119
3 C 2.6936 0.4545 -0.3185  N6 1.299, N7 1.360, H12 1.121
4 N -0.7062 1.3175 2.0112  C1 1.179, H21 0.961
5 N 0.3015 -0.7965 1.6995  C1 1.188, C2 1.261
6 N 1.8718 -0.5148 -0.5862  C3 1.299, N9 1.312
7 N 2.3174 1.3314 0.6510  C3 1.360, H14 1.067, H15 1.014
8 N -3.6850 1.8781 -4.0796  H13 1.065, H16 1.060, H17 1.020, H18 1.051
9 N 1.9992 -1.4536 -1.4934  N6 1.312, H19 1.010, H20 1.047
10 H 1.5640 -2.2708 1.7617  C2 1.000
11 H 0.4717 -2.3912 0.3263  C2 1.119
12 H 3.5739 0.6781 -0.9747  C3 1.121
13 H -3.0814 2.6906 -3.7488  N8 1.065
14 H 1.4081 1.2658 1.2055  N7 1.067
15 H 3.1598 1.5146 1.1859  N7 1.014
16 H -3.9682 2.2895 -5.0148  N8 1.060
17 H -4.5879 1.6584 -3.6590  N8 1.020
18 H -2.9505 1.1485 -4.2594  N8 1.051
19 H 1.1366 -1.8534 -1.8329  N9 1.010
20 H 2.8653 -1.3770 -2.0766  N9 1.047
21 H -0.3844 1.9793 2.6286  N4 0.961

=====

Across the entries above, energy takes the values -9264.9979; -9243.8253; -12226.5602; -12225.6163 eV, respectively.
Across the entries above, ΔE to the lowest compared entry with this formula, charge and spin takes the values 30.1; 143.0; 57.8; 79.6 kcal/mol, respectively.